# C3H2FOP

2 unconnected molecules or ions with the total composition C3H2FOP in a non-equilibrium geometry (ωB97M-V/def2-TZVPD, the OMol25 dataset).

Positions of all 8 atoms, in Å:
C (1.753, -1.503, -0.618)
H (2.657, -2.035, -0.568)
O (-1.540, -0.159, -1.327)
C (0.677, -0.961, -0.782)
F (-1.757, 2.425, 0.826)
P (-0.343, 1.701, 1.196)
H (-0.961, 0.804, 2.093)
C (-0.486, -0.272, -0.820)

Computed properties:
Strongest force on any atom   0.0629 Eh/bohr
Kohn-Sham gap (spin up / spin down)   0.2641 / 0.2776 hartree


# C3H2FOSm

A molecular structure, C3H2FOSm in a non-equilibrium geometry (ωB97M-V/def2-TZVPD, the OMol25 dataset).

Positions of all 8 atoms, in Å:
C (0.736, 0.030, -0.256)
C (0.004, 0.557, 0.921)
F (0.678, -1.322, -2.169)
H (1.826, 0.094, -0.296)
O (-1.118, 0.016, 1.151)
Sm (-1.162, 1.819, 3.222)
H (-1.021, -0.569, -1.370)
C (0.057, -0.625, -1.203)

Computed properties:
2S+1   6
Strongest force on any atom   0.0475 Eh/bohr
Kohn-Sham gap (spin up / spin down)   0.2174 / 0.2211 hartree
<S²>   9.234


# C3H2HgLiO3

A molecular structure, C3H2HgLiO3 in a non-equilibrium geometry (ωB97M-V/def2-TZVPD, the OMol25 dataset).

Positions of all 10 atoms, in Å:
O (-1.929, -0.258, -0.042)
H (1.611, 0.927, -0.880)
C (2.013, -0.811, -0.178)
H (0.581, 1.535, 1.405)
O (2.265, 0.167, -0.974)
C (0.023, 0.860, 0.771)
C (-1.219, 0.667, 0.446)
Hg (-0.839, -2.255, 0.034)
Li (-3.433, -0.063, -1.092)
O (0.926, -0.769, 0.510)

Computed properties:
Net charge   +1
2S+1   3
Strongest force on any atom   0.0544 Eh/bohr
Kohn-Sham gap (spin up / spin down)   0.2694 / 0.2005 hartree
<S²>   2.051


> Which value of strongest force on any atom does entry 1 give?

0.0629 Eh/bohr


> Which of these has the highest strongest force on any atom?

C3H2FOP


> The lowest strongest force on any atom belongs to which entry?

C3H2FOSm


> Which of these has the highest strongest force on any atom?

C3H2FOP